{"formula": "C31H30BCoN11O4", "method": "wB97M-V/def2-TZVPD", "symbols": ["Co", "C", "C", "N", "N", "C", "B", "N", "C", "C", "C", "N", "N", "C", "C", "C", "N", "N", "C", "C", "C", "N", "H", "H", "H", "H", "H", "H", "H", "H", "H", "H", "H", "H", "O", "C", "C", "O", "O", "C", "C", "C", "C", "C", "C", "C", "C", "C", "C", "C", "C", "H", "H", "H", "H", "H", "H", "H", "H", "H", "H", "H", "C", "N", "C", "C", "C", "N", "C", "O", "N", "H", "H", "H", "H", "H", "H", "H"], "xyz": [[0.055, 0.059, 0.677], [-1.738, 2.744, 3.206], [-1.668, 1.486, 2.623], [-0.730, 1.480, 1.677], [-0.201, 2.722, 1.613], [-0.782, 3.492, 2.545], [0.906, 2.984, 0.548], [0.299, 2.421, -0.783], [-0.043, 3.043, -1.919], [-0.658, 2.129, -2.755], [-0.657, 0.938, -2.042], [-0.073, 1.133, -0.854], [2.074, 2.047, 0.905], [3.337, 2.231, 1.324], [3.839, 1.013, 1.739], [2.805, 0.102, 1.549], [1.751, 0.744, 1.050], [1.306, 4.403, 0.367], [0.562, 5.549, 0.396], [1.310, 6.546, -0.163], [2.514, 5.914, -0.539], [2.501, 4.630, -0.248], [-2.391, 3.068, 3.997], [-2.243, 0.603, 2.841], [-0.481, 4.515, 2.682], [0.193, 4.086, -2.056], [-1.028, 2.295, -3.750], [-1.015, -0.034, -2.343], [3.777, 3.212, 1.280], [4.823, 0.811, 2.124], [2.759, -0.954, 1.746], [-0.441, 5.573, 0.786], [1.038, 7.581, -0.279], [3.380, 6.347, -1.013], [3.205, -0.104, -1.250], [2.816, -0.773, -2.340], [0.947, -1.765, -1.569], [0.554, -2.489, -2.409], [0.721, -1.438, -0.404], [2.348, 0.061, -3.471], [1.437, -0.389, -4.433], [1.062, 0.439, -5.478], [1.595, 1.717, -5.589], [2.511, 2.166, -4.649], [2.885, 1.346, -3.596], [3.469, -2.070, -2.490], [4.057, -2.675, -1.367], [4.673, -3.903, -1.485], [4.710, -4.549, -2.718], [4.140, -3.952, -3.835], [3.522, -2.720, -3.726], [2.835, 0.791, -1.258], [1.017, -1.381, -4.361], [0.358, 0.079, -6.217], [1.310, 2.353, -6.416], [2.956, 3.147, -4.747], [3.645, 1.697, -2.907], [4.039, -2.165, -0.414], [5.135, -4.363, -0.622], [5.194, -5.512, -2.809], [4.189, -4.443, -4.797], [3.111, -2.251, -4.608], [-0.443, -2.705, 4.359], [-1.272, -2.448, 3.170], [-2.452, -3.094, 2.924], [-3.176, -2.877, 1.800], [-2.664, -1.929, 0.859], [-1.542, -1.284, 1.173], [-0.832, -1.575, 2.240], [0.255, -0.941, 2.272], [-3.289, -1.647, -0.274], [-0.973, -3.397, 5.005], [-0.264, -1.769, 4.884], [0.509, -3.134, 4.055], [-2.767, -3.797, 3.682], [-4.096, -3.412, 1.626], [-4.108, -2.168, -0.544], [-2.834, -1.100, -0.985]], "mulliken_spin": [0.01, 0.00, 0.00, 0.00, 0.00, 0.00, 0.00, 0.00, 0.00, 0.01, -0.01, 0.00, 0.00, 0.00, 0.00, 0.00, 0.01, 0.00, 0.00, 0.00, 0.00, 0.00, 0.00, 0.00, 0.00, 0.00, 0.00, 0.00, 0.00, 0.00, 0.00, 0.00, 0.00, 0.00, 0.11, -0.03, 0.17, 0.16, 0.13, 0.07, 0.06, -0.02, 0.04, -0.02, 0.06, 0.09, 0.08, -0.04, 0.08, -0.03, 0.09, -0.03, 0.00, 0.00, 0.00, 0.00, 0.00, 0.02, 0.00, 0.00, 0.00, 0.00, 0.00, 0.00, 0.00, 0.00, 0.00, 0.00, -0.01, -0.01, 0.00, 0.00, 0.00, 0.00, 0.00, 0.00, 0.00, 0.00], "multiplicity": 2, "s2": 0.762, "lumo_energy_ev": [-6.2091, -6.5196], "e_above_lowest_kcal_mol": 45.8, "largest_force_ha_per_bohr": 0.0437, "total_energy_ha": -3509.8589, "charge": 2}